168
Properties=species:S:1:pos:R:3:mulliken_charge:R:1 method="wB97M-V/def2-TZVPD" relative_energy_kj_mol=0.00 homo_energy_ev=-8.783 e_tot_ha=-3251.11095 e_lumo_ev=0.65 largest_force_ha_per_bohr=0.073
C 3.740 -12.105 20.978 -0.144
C 3.987 -12.601 19.709 -0.604
C 4.821 -13.676 19.594 -0.366
C 5.371 -14.302 20.707 -0.759
C 5.120 -13.841 22.020 -0.358
C 4.256 -12.705 22.125 0.164
H 3.117 -11.198 21.138 -0.033
H 3.503 -12.083 18.879 0.409
H 5.041 -14.152 18.589 0.267
H 6.003 -15.138 20.463 0.392
H 5.560 -14.265 22.889 0.854
H 4.002 -12.180 23.090 0.219
C 8.390 -7.131 23.058 -0.007
C 7.786 -7.236 24.336 1.631
C 8.101 -6.429 25.402 -0.206
C 9.007 -5.375 25.104 -0.805
C 9.615 -5.280 23.891 -0.599
C 9.388 -6.165 22.855 -1.112
H 8.201 -7.901 22.256 0.272
H 7.143 -8.078 24.583 -0.875
H 7.806 -6.530 26.418 0.594
H 9.368 -4.686 25.846 0.356
H 10.321 -4.434 23.789 0.315
H 9.912 -6.106 21.918 0.476
C 3.221 -11.798 30.570 -0.277
C 3.980 -11.129 31.549 -0.827
C 5.385 -11.097 31.336 -0.557
C 5.908 -11.582 30.157 -0.338
C 5.120 -12.253 29.196 -0.201
C 3.769 -12.395 29.474 -0.218
H 2.122 -11.767 30.701 0.305
H 3.536 -10.882 32.466 0.578
H 5.998 -10.662 32.095 0.415
H 6.937 -11.505 29.898 0.399
H 5.499 -12.793 28.342 0.475
H 3.089 -12.660 28.619 0.269
C 3.332 -13.819 25.719 0.725
C 2.509 -14.881 25.455 -0.552
C 2.896 -16.173 25.745 -0.559
C 4.217 -16.432 26.129 -0.683
C 5.080 -15.368 26.238 -0.818
C 4.627 -14.070 26.093 0.445
H 2.923 -12.841 25.518 -0.107
H 1.495 -14.662 25.174 0.231
H 2.137 -16.928 25.822 0.381
H 4.499 -17.477 26.216 0.389
H 6.110 -15.555 26.524 0.442
H 5.283 -13.281 26.432 0.122
C 12.910 -8.277 24.410 -0.721
C 11.754 -8.027 25.112 -0.260
C 10.819 -9.019 25.245 0.579
C 10.975 -10.286 24.653 -0.658
C 12.179 -10.516 23.996 -0.095
C 13.156 -9.537 23.901 -0.829
H 13.747 -7.554 24.392 0.325
H 11.734 -7.043 25.658 0.268
H 10.016 -8.684 25.922 0.092
H 10.182 -11.002 24.763 0.508
H 12.379 -11.486 23.502 0.470
H 14.105 -9.718 23.427 0.409
C -1.202 -9.519 28.072 -0.805
C -0.151 -10.447 28.149 0.060
C 1.119 -9.994 28.134 -0.868
C 1.425 -8.604 28.078 0.353
C 0.417 -7.673 27.976 -1.043
C -0.915 -8.166 27.999 -0.613
H -2.239 -9.873 28.205 0.365
H -0.280 -11.497 28.181 0.499
H 2.002 -10.628 28.212 0.453
H 2.454 -8.250 28.120 0.688
H 0.520 -6.580 27.924 0.490
H -1.801 -7.532 27.922 0.362
C 5.693 -7.790 20.050 -0.552
C 4.951 -7.841 18.885 -0.561
C 3.579 -8.147 18.924 -0.867
C 3.097 -8.548 20.188 -0.337
C 3.873 -8.522 21.342 1.169
C 5.135 -8.035 21.304 0.228
H 6.737 -7.491 20.000 0.354
H 5.418 -7.552 17.958 0.425
H 2.965 -8.153 18.023 0.405
H 2.059 -8.859 20.248 0.057
H 3.389 -8.808 22.272 -0.691
H 5.649 -7.811 22.234 0.126
C 4.386 -7.147 31.567 -0.266
C 4.302 -5.775 31.936 -0.771
C 4.452 -4.849 30.961 -0.401
C 4.550 -5.146 29.603 -0.840
C 4.620 -6.492 29.233 0.463
C 4.511 -7.496 30.217 0.196
H 4.287 -8.001 32.252 0.290
H 3.991 -5.540 32.889 0.481
H 4.441 -3.818 31.286 0.356
H 4.640 -4.313 28.896 0.439
H 4.665 -6.771 28.150 -0.029
H 4.579 -8.565 29.932 0.192
C 9.691 -15.670 24.037 -0.477
C 9.718 -16.172 22.752 -0.513
C 9.380 -15.298 21.708 -0.726
C 8.894 -13.999 21.961 -0.071
C 8.776 -13.626 23.293 1.072
C 9.261 -14.380 24.320 -0.872
H 10.038 -16.318 24.864 0.315
H 10.009 -17.206 22.520 0.383
H 9.607 -15.654 20.695 0.372
H 8.490 -13.337 21.228 0.722
H 8.357 -12.593 23.599 -0.605
H 8.954 -14.044 25.313 0.380
C 9.647 -6.360 28.976 -0.771
C 8.558 -6.559 29.781 -0.143
C 8.166 -7.809 30.224 -0.493
C 8.918 -8.931 29.786 -0.486
C 10.079 -8.694 29.024 -0.805
C 10.398 -7.441 28.535 0.030
H 10.048 -5.351 28.746 0.397
H 8.098 -5.644 30.163 0.353
H 7.340 -7.860 30.964 0.399
H 8.724 -9.905 30.144 0.603
H 10.722 -9.542 28.862 0.403
H 11.277 -7.198 27.930 0.525
C 9.770 -11.822 19.479 -0.587
C 10.169 -11.401 20.755 -0.304
C 9.223 -10.921 21.611 -0.318
C 7.821 -10.910 21.357 0.326
C 7.443 -11.437 20.148 -0.923
C 8.406 -11.906 19.227 -0.593
H 10.434 -12.206 18.718 0.381
H 11.233 -11.359 21.038 0.424
H 9.524 -10.517 22.589 -0.062
H 7.186 -10.592 22.149 0.606
H 6.384 -11.406 19.989 0.655
H 8.000 -12.429 18.333 0.308
C 1.357 -10.583 24.798 0.332
C 1.366 -9.789 23.712 0.046
C 0.657 -10.197 22.582 -0.385
C -0.076 -11.384 22.588 -0.698
C 0.037 -12.269 23.695 -0.914
C 0.733 -11.817 24.805 -0.619
H 1.754 -10.242 25.734 -0.097
H 1.792 -8.825 23.767 0.503
H 0.528 -9.517 21.686 0.358
H -0.715 -11.621 21.704 0.323
H -0.533 -13.215 23.734 0.424
H 0.663 -12.437 25.642 0.859
C 4.156 -6.119 24.718 -0.010
C 4.673 -5.388 23.616 -0.512
C 3.825 -5.013 22.556 -0.339
C 2.450 -5.182 22.702 -0.574
C 1.895 -5.799 23.894 -0.397
C 2.776 -6.348 24.854 -0.837
H 4.795 -6.489 25.483 0.401
H 5.754 -5.331 23.558 0.398
H 4.185 -4.584 21.672 0.539
H 1.733 -4.786 21.991 0.385
H 0.790 -5.901 24.015 0.363
H 2.374 -6.805 25.697 0.564
C 7.031 -9.668 26.629 -0.952
C 5.926 -8.868 26.957 0.972
C 4.785 -9.004 26.244 1.537
C 4.828 -9.835 25.115 0.773
C 5.875 -10.636 24.786 1.608
C 6.998 -10.635 25.631 -0.448
H 7.899 -9.512 27.248 -0.327
H 6.033 -8.219 27.840 -0.877
H 3.902 -8.396 26.513 -0.606
H 3.938 -9.862 24.466 -0.985
H 5.852 -11.325 23.871 -1.048
H 7.874 -11.199 25.559 0.327